Record 1
DFT (the ωB97M-V functional and the def2-TZVPD basis) results for 2 unconnected molecules or ions with the total composition C3H9N3O2 in a non-equilibrium geometry.

The calculation puts the LUMO energy at 0.3 eV. The calculation puts the total energy at -434.4402 a.u. For the HOMO-LUMO gap, the calculation gives 0.3330 Ha. As for the HOMO energy: -0.320 Eh. As for the charge: 0. The relative energy (zero: lowest compared OMol25 entry of this formula, charge and spin) comes out at 53.9 kcal/mol.

Structure (XYZ):
```
17
Properties=species:S:1:pos:R:3:forces:R:3:mulliken_charge:R:1
C -0.333746 1.230958 -0.117242 0.19 -0.79 0.08 -0.5696
C -0.796752 1.055121 -1.361199 0.26 0.21 -0.21 -0.0929
N -1.821478 0.197841 -1.721205 0.59 -0.07 0.96 -0.5624
N 1.099956 1.481063 0.098311 -0.49 1.44 -0.07 -0.2294
H -0.778408 0.826408 0.780166 -0.18 -0.29 -0.15 0.4654
H -0.331414 1.610329 -2.178426 0.24 -0.26 0.04 0.2682
H -1.852405 0.079197 -2.714758 -0.23 -0.08 -0.30 0.2842
H -1.610739 -0.698182 -1.258096 -0.45 0.16 -0.20 0.2965
H 1.549271 0.533261 0.474382 -0.30 -0.82 -0.11 0.3635
H 1.214763 2.257678 0.749150 0.26 -0.17 0.11 0.3286
H 1.540457 1.761860 -0.773348 0.15 -0.15 -0.07 0.3155
N -0.094760 -1.729682 1.962497 0.48 0.15 0.33 -0.4343
C 0.572485 -1.580719 0.732980 -0.62 0.02 -0.32 0.6736
O 1.657366 -0.904434 0.795449 0.36 0.79 0.03 -0.8380
O 0.027045 -2.024945 -0.283003 0.04 0.04 -0.10 -0.7217
H -0.564225 -2.611001 2.090434 -0.16 0.02 -0.12 0.2228
H 0.522576 -1.484754 2.723910 -0.12 -0.21 0.09 0.2300
```
Positions in Å, forces in eV/Å.

---

Record 2
DFT (the ωB97M-V functional and the def2-TZVPD basis) results for C3H6NOP in the gas phase in a non-equilibrium geometry.

The calculation puts the LUMO energy (alpha / beta) at -0.3 / -0.3 eV. The calculation puts the total energy at -589.1472 a.u. For the HOMO-LUMO gap (alpha / beta), the calculation gives 0.2771 / 0.2772 Ha. As for the HOMO energy (alpha / beta): -0.287 / -0.287 Eh. As for the charge: 0. The relative energy (zero: lowest compared OMol25 entry of this formula, charge and spin) comes out at 62.1 kcal/mol.

Structure (XYZ):
```
12
Properties=species:S:1:pos:R:3:forces:R:3:mulliken_charge:R:1
C -1.794319 0.722490 0.448698 -0.94 0.96 0.25 0.1913
C 1.577623 0.375519 -0.071655 3.97 -2.52 -0.71 -0.8968
C 0.930258 -0.989651 -0.136920 -1.33 -0.45 0.60 -0.5415
N -2.682072 1.512759 0.350132 1.65 -0.25 0.26 -0.3157
O -1.656189 -1.955575 0.110366 -1.09 -1.83 0.78 -0.5375
P -0.973540 -0.791041 -0.427307 1.89 0.72 -1.80 0.3295
H 2.631955 0.390841 -0.596872 -2.63 0.65 -0.13 0.2486
H 0.798079 1.017985 -0.182713 -1.30 2.98 -1.63 0.2248
H 1.945965 0.624437 0.875706 0.17 -0.12 2.03 0.3467
H 0.955384 -1.513488 0.822480 0.29 -0.26 -0.24 0.2865
H 1.277157 -1.661950 -0.957921 -0.37 0.55 0.62 0.3672
H -3.010305 2.267676 -0.233999 -0.32 -0.42 -0.04 0.2970
```
Positions in Å, forces in eV/Å.

---

Record 3
DFT (the ωB97M-V functional and the def2-TZVPD basis) results for a molecular structure, H26O13 in a non-equilibrium geometry.

The calculation puts the LUMO energy at -1.1 eV. The calculation puts the total energy at -993.4669 a.u. For the HOMO-LUMO gap, the calculation gives 0.2871 Ha. As for the HOMO energy: -0.327 Eh. As for the charge: 0. The relative energy (zero: lowest compared OMol25 entry of this formula, charge and spin) comes out at 192.2 kcal/mol.

Structure (XYZ):
```
39
Properties=species:S:1:pos:R:3:forces:R:3:mulliken_charge:R:1
O 3.777410 1.669949 0.600744 -1.26 1.51 1.93 -0.7332
H 3.608410 0.747949 0.368744 0.18 0.88 0.39 0.3567
H 2.958410 1.953949 1.114744 1.68 -0.20 -0.79 0.3921
O -0.432590 -2.029051 2.201744 -2.36 0.29 4.44 -0.7549
H -1.385590 -1.914051 2.297744 0.32 0.40 0.05 0.2726
H -0.126590 -1.927051 1.303744 -0.58 0.65 0.48 0.3685
O 0.593410 -2.449051 0.393744 0.85 -4.41 -6.05 -0.6615
H 1.161410 -3.243051 0.623744 -0.92 1.44 -0.10 0.3264
H -0.240590 -2.894051 -0.090256 2.81 1.45 1.35 0.3438
O -3.135590 2.242949 -1.343256 2.82 -4.12 -0.61 -0.6618
H -2.945590 1.212949 -0.960256 -1.70 5.26 -1.38 0.3411
H -3.791590 2.639949 -0.812256 -1.07 0.18 1.27 0.2845
O 1.884410 -0.510051 2.953744 -0.68 -0.50 0.29 -0.5867
H 1.878410 -0.496051 3.904744 1.32 0.82 1.12 0.3064
H 1.058410 -1.013051 2.998744 -0.85 -0.47 -1.59 0.3253
O 0.168410 0.249949 -0.167256 4.07 -1.73 0.29 -0.1363
H 0.977410 -0.363051 0.141744 -2.72 1.62 -1.65 0.2662
H -0.367590 -0.104051 -0.878256 0.63 -0.61 -0.20 0.0259
O -3.843590 0.088949 -0.176256 -1.80 -3.51 -0.63 -0.6955
H -3.206590 -0.529051 -0.664256 -0.86 0.86 1.36 0.3781
H -4.677590 -0.506051 -0.268256 1.75 1.95 0.47 0.2944
O -1.423590 0.989949 1.372744 2.52 2.43 6.76 -0.6589
H -0.705590 0.639949 0.919744 1.86 -0.59 -0.73 0.3948
H -2.101590 0.853949 0.862744 -6.25 -0.96 -4.03 0.2893
O 1.417410 2.283949 2.287744 -0.58 1.86 -5.25 -0.5773
H 1.362410 1.370949 2.185744 -0.32 -2.74 -0.51 0.2705
H 1.532410 2.338949 3.155744 0.85 0.94 5.86 0.2396
O -2.232590 -1.644051 -1.183256 -0.46 -3.04 6.17 -0.6109
H -1.982590 -1.208051 -1.879256 2.94 4.27 -6.51 0.2492
H -2.836590 -2.236051 -1.554256 -1.70 -1.99 -0.54 0.3046
O 3.323410 -0.192051 -0.707256 -2.86 -1.60 -3.61 -0.5593
H 3.663410 -1.066051 -0.834256 0.63 -1.00 0.12 0.2929
H 2.626410 -0.149051 -1.467256 1.73 0.66 1.94 0.2774
O 1.202410 2.230949 -1.960256 -3.70 -3.83 1.34 -0.6622
H 0.777410 1.760949 -1.028256 1.90 2.11 -3.66 0.3983
H 0.628410 1.658949 -2.644256 2.21 2.26 2.51 0.2915
O 0.222410 -0.093051 -3.272256 0.06 -1.38 -1.58 -0.6043
H 0.586410 -0.866051 -3.776256 -0.31 0.77 0.90 0.2840
H 0.027410 0.496949 -4.021256 -0.16 0.05 0.37 0.3289
```
Positions in Å, forces in eV/Å.

---

Record 4
DFT (the ωB97M-V functional and the def2-TZVPD basis) results for 2 unconnected molecules or ions with the total composition C37H32N2O2S in a non-equilibrium geometry.

The calculation puts the LUMO energy at -2.4 eV. The calculation puts the total energy at -2087.1561 a.u. For the HOMO-LUMO gap, the calculation gives 0.1198 Ha. As for the HOMO energy: -0.206 Eh. As for the charge: 0.

Structure (XYZ):
```
74
Properties=species:S:1:pos:R:3:forces:R:3:mulliken_charge:R:1
C -0.992352 5.588959 -0.511364 0.22 -0.08 0.15 -0.5156
C -2.335564 5.554550 -0.134017 0.04 0.19 -0.06 -0.6928
C -2.753030 4.709085 0.889948 0.27 -0.24 -0.07 -0.5824
C -1.821965 3.881555 1.528170 0.10 0.36 -0.15 0.6304
C -2.296249 2.927360 2.591223 -0.56 -0.22 -0.19 -0.9304
N -1.488477 1.691311 2.651693 -0.04 -0.63 -0.37 0.4207
C -0.956040 1.308061 3.983248 0.66 0.23 -0.22 -1.0225
C -1.364961 -0.075540 4.423865 0.01 -0.17 -0.06 0.6745
C -0.413261 -0.943683 4.966453 -0.26 0.09 -0.12 -0.3392
C -0.795624 -2.221102 5.372348 -0.06 0.01 0.03 -0.6306
C -2.131403 -2.615122 5.270934 -0.04 0.21 0.13 -0.5016
C -3.091635 -1.714476 4.802394 0.12 0.16 -0.21 -0.6858
C -2.701173 -0.463041 4.322801 0.14 -0.20 0.24 -0.2910
C -1.342547 0.931579 1.560228 -0.04 0.78 0.35 -0.8028
C -0.458392 -0.155467 1.456082 0.65 -0.27 -0.20 0.0437
C -0.589904 -1.136711 0.483104 -0.49 0.60 1.17 -0.5268
C -0.075783 -2.473983 0.725949 0.95 -1.11 -0.10 0.8697
C -0.795958 -3.628156 0.313818 0.06 0.91 -0.06 -0.3800
C -0.294663 -4.900682 0.549502 0.17 -0.24 0.12 -0.5943
C 0.947222 -5.075019 1.174350 -0.18 0.30 0.02 -0.3962
C 1.650176 -3.953965 1.627292 -0.01 0.06 -0.07 -0.9600
C 1.146640 -2.674098 1.419763 -0.45 0.12 -0.26 -0.1049
C -0.466205 3.967425 1.205454 -0.17 0.07 -0.30 -0.1906
C -0.053811 4.806708 0.167923 -0.20 0.03 0.24 -0.4597
H -0.671937 6.225784 -1.337131 -0.18 -0.19 0.23 0.5777
H -3.052215 6.195695 -0.653380 0.23 -0.29 0.15 0.3797
H -3.802279 4.663806 1.188923 0.24 0.02 -0.17 0.3641
H -2.280055 3.401338 3.579886 0.07 -0.25 -0.21 0.4204
H -3.337732 2.633937 2.384195 0.19 0.18 0.11 0.3486
H 0.144688 1.390339 3.966869 -0.32 -0.02 0.04 0.3245
H -1.319706 2.057680 4.705176 0.14 -0.29 -0.40 0.5204
H 0.625469 -0.609590 5.052453 -0.32 -0.19 0.00 0.3868
H -0.052128 -2.897200 5.796149 -0.22 0.12 -0.21 0.4056
H -2.434485 -3.617421 5.573391 0.10 0.29 0.02 0.4144
H -4.151129 -1.963498 4.820540 0.26 -0.14 -0.17 0.3933
H -3.425992 0.217681 3.864765 0.15 -0.24 0.31 0.3309
H -1.987224 1.169812 0.702907 0.26 0.13 0.33 0.4024
H 0.340995 -0.234499 2.209468 -0.80 -0.32 -0.16 0.2698
H -1.232888 -0.966439 -0.378907 -0.14 -0.11 0.18 0.4359
H -1.773438 -3.482540 -0.160612 0.46 -0.18 0.04 0.4173
H -0.868679 -5.779595 0.247157 0.17 0.35 0.02 0.4118
H 1.365631 -6.075280 1.320638 -0.23 0.37 -0.05 0.4299
H 2.607439 -4.076210 2.136335 -0.27 0.02 -0.17 0.4135
H 1.708487 -1.799918 1.758976 -0.07 -0.37 -0.14 0.4298
H 0.258604 3.352320 1.743891 -0.14 0.18 -0.24 0.3245
H 1.003862 4.841155 -0.094082 -0.31 0.04 -0.01 0.4167
C 4.771319 -4.081352 -2.965305 -0.05 0.04 -0.04 -0.4450
C 4.877773 -3.214150 -4.052356 -0.33 0.14 -0.04 -0.5406
C 3.809548 -2.372105 -4.386761 0.05 -0.17 0.18 -0.2918
C 2.638447 -2.404649 -3.627461 0.27 -0.05 0.03 -0.2174
S 1.234765 -1.393111 -4.159169 0.90 -0.20 1.42 1.1337
C 1.137616 -0.164140 -2.954931 -0.08 -0.09 -0.39 -0.8389
C 0.611708 1.081618 -3.362528 0.16 -0.15 -0.01 1.2310
C 1.084242 2.275828 -2.755995 -0.08 0.26 0.05 -0.7067
C 0.495485 3.491768 -3.021974 -0.28 -0.15 0.36 -0.4997
C -0.627046 3.553827 -3.861234 -0.13 0.23 -0.46 0.2679
C -1.367484 4.778000 -3.917658 -0.80 2.02 0.01 0.0892
N -1.924082 5.812989 -3.875462 1.05 -2.16 -0.10 -0.6567
C -0.989524 2.418794 -4.625252 0.12 0.04 0.37 -0.9419
C -0.366562 1.212397 -4.400537 0.00 0.37 0.07 -0.5965
O 1.621204 -0.829675 -5.433790 -0.34 -0.18 -0.31 -0.7003
O 0.104353 -2.289446 -4.078593 -0.47 -0.26 -0.47 -0.6737
C 2.535708 -3.262338 -2.525993 0.11 0.00 -0.02 -0.1506
C 3.606660 -4.102566 -2.194852 -0.27 0.28 -0.16 -0.5068
H 5.592987 -4.755554 -2.726907 -0.16 0.16 -0.02 0.3609
H 5.778827 -3.192368 -4.665891 -0.19 -0.06 0.21 0.3518
H 3.868146 -1.703626 -5.246000 -0.06 -0.17 0.25 0.4364
H 1.804872 -0.256300 -2.109145 0.20 0.02 -0.20 0.5335
H 1.947815 2.212111 -2.093013 -0.20 0.04 -0.13 0.3811
H 0.854600 4.411540 -2.557183 -0.07 -0.30 -0.09 0.5927
H -1.772296 2.499974 -5.380175 0.16 0.00 0.25 0.4086
H -0.644791 0.355463 -5.005806 0.02 0.07 0.20 0.3805
H 1.613377 -3.280836 -1.938067 0.26 -0.03 -0.24 0.3744
H 3.512010 -4.784999 -1.346732 0.07 0.21 -0.26 0.3753
```
Positions in Å, forces in eV/Å.

---

Q: Which formula does entry 3 have?
A: H26O13